(1)
The following is a DFT calculation (ωB97M-V/def2-TZVPD) of a structure of composition C34H38CdGeN4O4PS.

Each line ends with the Mulliken charge.
Positions of all 84 atoms, in Å:
Cd1 -4.2796 0.1315 -0.8476  0.00
C1 3.5706 1.3917 3.4575  -1.68
C2 2.0933 1.2130 3.2292  1.00
C3 1.2451 0.8153 4.2563  -0.84
C4 -0.1148 0.6297 4.0372  -0.50
C5 -0.6562 0.8536 2.7801  -0.22
C6 0.1820 1.2669 1.7539  0.46
C7 1.5400 1.4386 1.9702  -0.66
S1 -2.4248 0.5895 2.4887  1.09
O1 -2.8574 -0.0059 3.7436  -0.85
O2 -2.9485 1.9349 2.2270  -0.68
N1 -2.5923 -0.2726 1.2243  -0.06
C8 -1.8076 -1.5006 1.0848  -1.92
C9 -1.8369 -1.3052 -1.4270  -0.56
O3 -2.6673 -2.2263 -1.5580  -0.76
O4 -1.7002 -0.3031 -2.1901  -0.69
H1 3.8930 0.8844 4.3674  0.39
H2 3.8298 2.4489 3.5560  0.34
H3 4.1426 0.9900 2.6201  0.29
H4 1.6581 0.6275 5.2424  0.41
H5 -0.7719 0.2899 4.8265  0.55
H6 -0.2352 1.4312 0.7693  -0.34
H7 2.1845 1.7186 1.1426  0.33
H8 -2.4798 -2.3476 0.9200  0.38
H9 -1.2093 -1.7355 1.9735  0.67
C10 -1.2852 4.7257 -2.6862  -0.73
N2 -2.5089 3.8947 -3.0640  0.17
C11 -3.7560 4.5951 -2.5154  -0.87
N3 -3.6422 4.8593 -1.1279  0.16
C12 -2.4364 5.6259 -0.8471  -0.88
N4 -1.2203 4.9493 -1.2878  0.19
C13 -0.9936 3.6944 -0.5316  -1.39
P1 -2.3477 2.3946 -0.6713  1.79
C14 -2.3887 2.4913 -2.5299  -1.35
C15 -3.7045 3.6200 -0.3248  -1.47
H10 -1.3813 5.6722 -3.2241  0.34
H11 -0.4159 4.1725 -3.0418  0.39
H12 -2.5816 3.8634 -4.0802  0.34
H13 -4.5949 3.9292 -2.7184  0.45
H14 -3.8491 5.5228 -3.0860  0.34
H15 -2.3738 5.7939 0.2265  0.40
H16 -2.5010 6.5918 -1.3582  0.29
H17 -0.8793 3.9369 0.5264  0.42
H18 -0.0463 3.2633 -0.8662  0.48
H19 -3.2225 1.8979 -2.9068  0.54
H20 -1.4679 2.0532 -2.9169  0.42
H21 -3.6270 3.8714 0.7343  0.37
H22 -4.6670 3.1325 -0.4824  0.55
C16 -0.9441 -1.3341 -0.1743  4.74
Ge1 0.6374 -2.4776 -0.3398  1.98
C17 2.0633 -1.2014 -0.8185  -0.29
C18 3.3504 -1.2629 -0.2901  -0.17
C19 4.3109 -0.3138 -0.6223  -0.63
C20 3.9936 0.7176 -1.4941  -0.50
C21 2.7141 0.7918 -2.0309  -0.66
C22 1.7565 -0.1561 -1.6946  -0.18
C23 1.1572 -3.2505 1.3830  -0.33
C24 1.0891 -4.6197 1.6317  -0.64
C25 1.3725 -5.1315 2.8924  -0.68
C26 1.7205 -4.2756 3.9268  -0.54
C27 1.7852 -2.9075 3.6977  -0.75
C28 1.5045 -2.4024 2.4365  0.01
C29 0.7017 -3.9179 -1.6657  -0.21
C30 1.9066 -4.6133 -1.7936  -0.31
C31 2.0565 -5.6233 -2.7324  -0.67
C32 0.9951 -5.9516 -3.5654  -0.41
C33 -0.2069 -5.2701 -3.4482  -0.72
C34 -0.3589 -4.2597 -2.5041  -0.42
H23 -0.4792 -0.3518 -0.1232  -2.56
H24 3.6071 -2.0538 0.4072  0.33
H25 5.3053 -0.3775 -0.1958  0.40
H26 4.7390 1.4601 -1.7538  0.37
H27 2.4615 1.5948 -2.7150  0.40
H28 0.7512 -0.0758 -2.1028  0.32
H29 0.8130 -5.2973 0.8311  0.38
H30 1.3129 -6.1989 3.0684  0.38
H31 1.9299 -4.6721 4.9130  0.36
H32 2.0366 -2.2288 4.5037  0.43
H33 1.5466 -1.3297 2.2770  0.56
H34 2.7444 -4.3620 -1.1499  0.38
H35 2.9987 -6.1524 -2.8157  0.37
H36 1.1068 -6.7380 -4.3028  0.36
H37 -1.0383 -5.5247 -4.0945  0.41
H38 -1.3069 -3.7420 -2.4094  0.41

Calculated values
relative energy (zero: lowest compared OMol25 entry of this formula, charge and spin) = 0.0 kcal per mole
highest occupied orbital energy = -3.092 eV
HOMO-LUMO gap = 4.56 eV
net charge = -1

=====

(2)
The following is a DFT calculation (ωB97M-V/def2-TZVPD) of a cluster of 2 separate species, H3NO2S in total at a distorted geometry.

Each line ends with the natural charge from an NBO analysis.
Positions of all 7 atoms, in Å:
O1 -1.5807 2.6624 0.2786  -0.69
S1 -1.5575 1.4791 -0.5763  0.69
N1 0.7244 -0.3708 -0.1678  -0.54
O2 0.6170 -1.6428 0.4311  -0.59
H1 1.4599 -0.3691 -0.8022  0.34
H2 -0.2493 -0.3498 -0.5554  0.32
H3 0.5861 -1.4090 1.3920  0.46

Calculated values
structure (SMILES) = O=S.NO
relative energy (zero: lowest compared OMol25 entry of this formula, charge and spin) = 90.1 kcal per mole
highest occupied orbital energy (alpha / beta) = -9.208 / -9.242 eV
HOMO-LUMO gap (alpha / beta) = 7.68 / 7.72 eV

=====

(3)
The following is a DFT calculation (ωB97M-V/def2-TZVPD) of a cluster of 2 separate species, C8H11FOS2 in total at a distorted geometry.

Each line ends with the natural charge from an NBO analysis.
Positions of all 23 atoms, in Å:
C1 -2.0287 -1.3854 0.7392  -0.74
S1 -3.5976 -1.0470 -0.1411  0.20
C2 -3.0880 0.6797 -0.5689  -0.34
C3 -2.9201 1.5682 0.5786  -0.43
C4 -1.6982 1.0774 -0.2197  -0.35
S2 -0.6991 -0.3137 0.3525  0.27
H1 -1.6200 -2.4331 0.5683  0.26
H2 -2.2371 -1.3180 1.8256  0.22
H3 -3.5671 0.9656 -1.4831  0.24
H4 -3.3503 2.5388 0.6373  0.23
H5 -3.1024 0.8439 1.4685  0.22
H6 -1.2319 1.6958 -0.8687  0.24
C5 2.6088 -2.1291 -0.7186  -0.22
C6 2.2950 -0.8800 -0.7606  -0.37
C7 2.8526 -0.0968 0.2557  0.49
O1 3.6215 -0.5312 1.1603  -0.56
C8 2.6794 1.4515 0.1516  -0.04
F1 1.5588 1.7804 -0.5356  -0.35
H7 2.3444 -2.7476 -1.6519  0.19
H8 2.9497 -2.7025 0.1260  0.22
H9 1.7115 -0.5416 -1.7078  0.25
H10 2.8280 1.7469 1.2771  0.21
H11 3.6908 1.7778 -0.4848  0.19

Calculated values
structure (SMILES) = C1S[C@H]2C[C@H]2S1.C=CC(=O)CF
highest occupied orbital energy = -8.552 eV
HOMO-LUMO gap = 8.46 eV

=====

(4)
The following is a DFT calculation (ωB97M-V/def2-TZVPD) of a cluster of 19 separate species, C38H57N19 in total at a distorted geometry.

Each line ends with the Mulliken charge.
Positions of all 114 atoms, in Å:
C1 4.4787 -1.8310 1.2737  -0.30
C2 3.1071 -2.2896 1.1304  0.35
N1 2.0346 -2.6098 1.0865  -0.31
H1 4.5619 -1.3602 2.2532  0.23
H2 4.6590 -1.1624 0.4320  -0.32
H3 5.2375 -2.6118 1.2215  0.37
C3 -0.1436 -0.8194 -0.7243  0.55
C4 -0.5911 -0.0559 0.4127  -0.06
N2 -0.8660 0.5696 1.3471  0.00
H4 -0.6123 -0.5134 -1.6597  0.00
H5 -0.3713 -1.8692 -0.5394  -0.24
H6 0.9351 -0.7847 -0.8768  -0.26
C5 -0.4085 2.9950 3.1817  0.89
C6 -0.6525 4.2269 4.0128  -0.05
N3 -0.7693 5.1827 4.5912  -0.53
H7 -0.1286 2.1340 3.7886  -0.24
H8 0.4187 3.2325 2.5129  -0.05
H9 -1.2532 2.8261 2.5138  -0.12
C7 2.9492 -4.2252 -4.3012  -0.75
C8 2.5224 -2.9546 -3.6406  0.32
N4 2.2584 -1.9923 -3.0887  -0.27
H10 2.1250 -4.9170 -4.1275  -0.03
H11 3.9587 -4.4269 -3.9429  0.36
H12 3.0227 -4.1096 -5.3826  0.34
C9 1.6081 -8.3311 -3.6537  -0.85
C10 0.9807 -7.1366 -3.0680  0.39
N5 0.4648 -6.2152 -2.6437  -0.34
H13 2.5146 -8.0957 -4.2115  0.28
H14 0.9326 -8.8394 -4.3417  0.27
H15 1.9149 -9.0529 -2.8967  0.29
C11 -1.5019 -4.2909 1.0501  -0.88
C12 -2.2363 -3.1619 1.7466  0.26
N6 -2.8221 -2.3805 2.2462  -0.16
H16 -1.4316 -3.9673 0.0116  0.19
H17 -2.1321 -5.1788 1.1022  0.38
H18 -0.5639 -4.5094 1.5604  0.25
C13 -0.9604 -1.9724 -4.4311  0.41
C14 -0.1590 -2.9779 -5.2566  0.15
N7 0.3978 -3.6952 -5.9521  -0.44
H19 -1.5679 -1.2847 -5.0195  0.23
H20 -0.2330 -1.4142 -3.8417  -0.56
H21 -1.5493 -2.5460 -3.7154  0.18
C15 -1.8896 1.1601 6.8595  -0.08
C16 -3.2379 1.7002 7.1450  0.25
N8 -4.3115 2.1749 7.3475  -0.49
H22 -1.3751 1.1868 7.8201  0.46
H23 -1.3946 1.8288 6.1553  0.07
H24 -1.7067 0.2215 6.3364  -0.16
C17 -1.8593 3.4371 -0.9424  -0.18
C18 -0.5112 3.4990 -0.5470  0.51
N9 0.6048 3.5026 -0.1602  -0.57
H25 -2.1650 2.4448 -1.2741  0.15
H26 -2.0151 4.2897 -1.6033  0.43
H27 -2.4974 3.6713 -0.0902  -0.39
C19 1.7804 -0.6120 3.9686  -0.42
C20 1.4648 0.2097 5.1444  0.11
N10 1.2364 0.8068 6.1210  -0.48
H28 1.4522 -1.6387 4.1303  0.51
H29 2.8573 -0.6735 3.8121  0.19
H30 1.3063 -0.2507 3.0560  0.06
C21 3.9036 2.6244 1.8734  -0.24
C22 3.2053 3.1533 3.0359  0.31
N11 2.6959 3.5459 4.0562  -0.47
H31 3.3368 2.5062 0.9499  -0.08
H32 4.3072 1.6319 2.0737  0.16
H33 4.7062 3.3071 1.5943  0.40
C23 5.9756 -0.9681 -2.2514  -0.79
C24 5.7334 0.1839 -1.3956  0.43
N12 5.5235 1.1173 -0.7091  -0.45
H34 5.6154 -0.6730 -3.2369  0.27
H35 5.3957 -1.8085 -1.8699  0.22
H36 7.0212 -1.2673 -2.3248  0.36
C25 -0.9912 -2.7334 5.2967  -0.28
C26 -2.3805 -2.5186 5.6510  0.22
N13 -3.4867 -2.3761 5.9932  -0.48
H37 -0.6667 -1.8961 4.6789  -0.31
H38 -0.8695 -3.6791 4.7685  0.43
H39 -0.4272 -2.7861 6.2279  0.44
C27 0.6766 4.6055 -4.2434  0.00
C28 1.9068 5.2498 -4.7958  0.15
N14 2.8113 5.7389 -5.3438  -0.38
H40 -0.0716 4.4467 -5.0200  0.14
H41 0.0647 5.1449 -3.5204  0.32
H42 0.9387 3.6191 -3.8607  -0.25
C29 -3.4111 0.2132 3.9801  0.06
C30 -3.6529 1.5910 3.5904  0.06
N15 -3.8341 2.7088 3.2957  -0.42
H43 -3.2748 0.1507 5.0597  -0.17
H44 -2.5545 -0.2160 3.4604  -0.11
H45 -4.1802 -0.5068 3.7007  0.47
C31 -5.3425 -0.8890 -1.4898  -0.65
C32 -4.9188 -1.9834 -2.4045  0.40
N16 -4.5827 -2.8691 -3.0306  -0.42
H46 -4.7700 -0.8713 -0.5624  0.15
H47 -6.4001 -1.0015 -1.2514  0.30
H48 -5.1565 0.1035 -1.9001  0.24
C33 -1.9599 2.4331 -6.2556  -1.00
C34 -1.5119 2.0182 -4.9414  0.38
N17 -1.2539 1.6186 -3.9132  -0.26
H49 -2.3780 1.4852 -6.5943  0.35
H50 -1.1677 2.7783 -6.9200  0.33
H51 -2.7178 3.2073 -6.1363  0.29
C35 -4.5115 4.9451 0.9625  -1.01
C36 -3.4817 5.6209 1.7282  0.58
N18 -2.6442 6.1619 2.3474  -0.44
H52 -4.5807 3.8593 1.0288  0.27
H53 -4.3016 5.0659 -0.1003  0.35
H54 -5.4814 5.3905 1.1839  0.32
C37 2.1722 1.3721 -2.3030  1.59
C38 3.2156 1.3565 -3.3357  -0.03
N19 4.0091 1.3657 -4.1894  -0.56
H55 1.6099 2.3043 -2.2476  -0.20
H56 2.6687 1.4135 -1.3335  -0.16
H57 1.6015 0.4636 -2.4955  -0.73

Calculated values
relative energy (zero: lowest compared OMol25 entry of this formula, charge and spin) = 40.3 kcal per mole
highest occupied orbital energy = -10.191 eV
HOMO-LUMO gap = 9.89 eV

=====

(5)
The following is a DFT calculation (ωB97M-V/def2-TZVPD) of a cluster of 2 separate species, C2H8N4O in total at a distorted geometry.

Each line ends with the natural charge from an NBO analysis.
Positions of all 15 atoms, in Å:
C1 -0.9492 1.1836 0.9471  0.58
C2 1.0457 -1.3943 -0.7283  -0.15
N1 2.3181 0.5818 -1.1434  0.14
N2 1.7820 -0.3873 -0.9779  0.04
N3 -0.5564 2.5112 1.5725  -0.77
N4 0.7884 -2.3841 -1.7946  -0.67
O1 -0.1432 0.3848 0.6468  -0.43
H1 -2.0366 1.1212 0.8331  0.19
H2 0.9819 -1.7444 0.2893  0.26
H3 0.4648 2.5681 1.7353  0.47
H4 -1.0413 2.6459 2.4784  0.48
H5 -0.8420 3.2958 0.9593  0.48
H6 1.3199 -2.1701 -2.6532  0.46
H7 -0.2122 -2.4138 -2.0514  0.46
H8 1.0546 -3.3326 -1.4813  0.47

Calculated values
relative energy (zero: lowest compared OMol25 entry of this formula, charge and spin) = 25.9 kcal per mole
highest occupied orbital energy = -16.825 eV
HOMO-LUMO gap = 8.81 eV
net charge = +2

=====

(6)
The following is a DFT calculation (ωB97M-V/def2-TZVPD) of a structure of composition C5H13N2O at a distorted geometry.

Each line ends with the natural charge from an NBO analysis.
Positions of all 21 atoms, in Å:
C1 -1.2224 2.0437 -1.3820  -0.06
O1 -2.1979 2.3734 -0.3833  -0.74
C2 -0.6886 0.6681 -1.0035  -0.39
C3 -0.1469 0.5494 0.4387  -0.49
C4 0.4256 -0.8289 0.6780  0.53
C5 1.8977 -0.9339 0.7077  -0.04
N1 2.7117 -1.7270 0.1469  -0.42
N2 -0.4233 -1.8965 0.7131  -0.72
H1 -0.3654 2.7153 -1.4892  0.18
H2 -1.7969 1.9655 -2.3021  0.20
H3 -2.4943 3.2871 -0.4597  0.49
H4 -1.3683 -0.1657 -1.2110  0.23
H5 0.1039 0.4676 -1.7199  0.22
H6 -0.9338 0.7455 1.1669  0.29
H7 0.7136 1.2246 0.5591  0.24
H8 2.4185 -0.0584 1.1109  0.24
H9 2.4210 -2.5794 -0.4063  0.37
H10 0.9078 -2.8175 1.9191  0.03
H11 1.2336 -2.6709 1.1967  -0.04
H12 -0.1115 -2.7768 0.3431  0.43
H13 -0.8813 -1.9128 1.6170  0.45

Calculated values
relative energy (zero: lowest compared OMol25 entry of this formula, charge and spin) = 152.4 kcal per mole
highest occupied orbital energy = -13.950 eV
HOMO-LUMO gap = 7.25 eV
net charge = +1